Density functional theory data (wB97M-V/def2-TZVPD) for a single C5H8N2O molecule at a distorted geometry.

```
16
Properties=species:S:1:pos:R:3:forces:R:3:lowdin_charge:R:1
C 1.813 -0.294 -0.246 -3.796 3.502 1.518 -0.1451
N 1.130 -1.334 -0.313 -0.935 -0.135 1.748 0.0198
N -0.085 -1.512 0.469 -1.363 -5.079 -3.153 -0.0229
C -1.146 -0.538 0.499 -0.196 3.263 1.830 -0.2914
C -2.305 0.108 -0.388 5.057 2.144 5.860 0.0274
C -0.819 0.547 -0.432 1.317 1.782 0.723 -0.2704
C 0.117 1.659 0.182 -1.311 -0.404 -5.221 -0.1403
O 1.489 1.093 0.240 -0.574 -1.570 -1.249 -0.1180
H 2.757 -0.221 -0.586 3.078 -0.060 -1.288 0.0820
H -0.433 -2.460 -0.086 0.817 2.929 2.502 0.1816
H -1.479 0.069 1.597 1.762 -2.558 -2.573 0.1958
H -3.040 0.486 0.298 0.040 0.658 0.011 0.0899
H -2.684 -0.306 -1.142 -2.649 -3.381 -6.342 0.0035
H -0.095 0.329 -1.284 -2.238 -0.679 0.363 0.1469
H -0.168 2.559 -0.661 2.036 -1.714 2.731 0.1778
H -0.048 1.833 1.170 -1.043 1.305 2.541 0.0636
```
Positions in Å, forces in eV/Å.

The strongest force on any atom is 8.03 eV/Å. For the orbital gap, the calculation gives 0.370 hartree. The energy relative to the best compared isomer or geometry (same formula, charge and spin) comes out at 174.88 kcal/mol.